Density functional theory data (ωB97M-V/def2-TZVPD) for a gas-phase ion, C5H15N2 (charge +1).

Last column: natural (NBO) charge in e.
Element x y z (Å)
1 N 1.096074 -0.326111 1.610393  -0.848
2 C 0.837087 -1.041209 0.360856  -0.055
3 C 0.583967 -2.536518 0.521032  -0.639
4 C -0.413631 -0.447704 -0.356174  -0.220
5 N -0.287631 1.005601 -0.708427  -0.343
6 C -0.510231 1.977557 0.423479  -0.433
7 C -1.252074 1.328111 -1.855575  -0.399
8 H 0.641803 1.244211 -1.057850  0.428
9 H 2.075491 -0.455808 1.859042  0.384
10 H 0.632703 -0.827836 2.350205  0.367
11 H 1.630678 -0.814403 -0.357341  0.191
12 H 0.283444 -2.980155 -0.426291  0.227
13 H -0.064225 -2.708004 1.373455  0.220
14 H 1.508560 -3.086766 0.756135  0.241
15 H -1.266052 -0.499816 0.329467  0.223
16 H -0.580562 -0.989643 -1.274610  0.228
17 H -1.574213 2.096540 0.587748  0.221
18 H -0.089119 2.940705 0.156489  0.232
19 H -0.098234 1.526070 1.326015  0.275
20 H -1.583533 2.329875 -1.686538  0.229
21 H -0.639214 1.381480 -2.750269  0.233
22 H -2.039701 0.585762 -1.813725  0.237

Force components x, y, z for each atom (eV/Å):
N 0.702 -0.396 -0.188
C -0.854 0.591 -0.780
C 1.456 -0.150 -0.157
C 0.676 0.119 1.387
N -0.501 0.890 -0.488
C -0.371 -0.695 0.571
C 1.317 0.103 0.622
H 0.085 -0.571 0.115
H -0.015 0.266 -0.162
H -0.484 -0.022 0.386
H 0.419 -0.350 0.270
H -0.613 -0.098 0.186
H -0.572 -0.178 -0.249
H -0.074 0.429 0.083
H -0.137 -0.132 -0.363
H -0.205 -0.114 -0.171
H -0.263 -0.059 -0.213
H 0.196 -0.040 0.041
H 0.359 0.398 -0.215
H -0.624 0.455 0.095
H -0.394 -0.621 -0.351
H -0.103 0.174 -0.417

Output
LUMO = -2.9 eV
SMILES = C[C@H](N)C[NH+](C)C
total charge = +1
max |F| = 1.5 eV/Å
relative energy (zero: lowest compared OMol25 entry of this formula, charge and spin) = 81.2 kJ/mol
orbital gap = 10.88 eV
highest occupied orbital energy = -13.762 eV